1.
This record from the Open Molecules 2025 dataset describes a 2-piece molecular cluster, C3H7I2P overall. The level of theory is wB97M-V/def2-TZVPD.

Properties
- total charge = 0

Last column: Mulliken charge in e.
Cartesian coordinates (Å):
C (1.0497, -1.3485, 0.1520)  -1.1611
C (0.4399, -0.2137, -0.6283)  0.0695
C (0.3766, 1.0171, 0.1091)  -0.8960
P (-2.0085, 1.1177, 1.2792)  0.0031
I (-2.8174, 2.5959, -0.4526)  -0.0104
I (-3.0820, -1.0646, 0.5276)  -0.0811
H (2.0030, -0.9442, 0.5821)  0.2707
H (0.5207, -1.8071, 0.9756)  0.2638
H (1.5072, -2.2105, -0.3430)  0.3719
H (1.0873, -0.1666, -1.4895)  0.2773
H (-0.5329, -0.3338, -1.2773)  0.1876
H (1.1563, 1.3371, 0.9237)  0.3076
H (0.3003, 2.0212, -0.3586)  0.3970

2.
This record from the Open Molecules 2025 dataset describes a 2-piece molecular cluster, C3H7IN overall. The level of theory is wB97M-V/def2-TZVPD.

Properties
- total charge = +1

Last column: Mulliken charge in e.
Cartesian coordinates (Å):
C (-1.0457, 1.2676, -0.0420)  -0.3660
C (0.2531, 1.4355, -0.7133)  -0.3562
C (0.5425, -2.1873, 0.9931)  -0.4591
N (-0.2276, 0.1672, -0.3482)  -0.2641
I (2.4746, -2.3590, 0.1840)  0.4872
H (-1.2169, 1.6536, 1.0565)  0.1925
H (-1.8938, 1.4513, -0.5945)  0.2905
H (0.2049, 1.7968, -1.8345)  0.2256
H (1.2540, 1.8073, -0.2474)  0.2195
H (0.4581, -1.7937, 1.9470)  0.3478
H (-0.2738, -2.6282, 0.5739)  0.3992
H (-0.5295, -0.6111, -0.9748)  0.2831

3.
This record from the Open Molecules 2025 dataset describes a 2-piece molecular cluster, C3H7IN overall. The level of theory is wB97M-V/def2-TZVPD.

Properties
- total charge = +1

Last column: Mulliken charge in e.
Cartesian coordinates (Å):
C (-0.9376, 0.2624, 0.7149)  0.0412
C (0.5051, 0.1004, 0.6387)  -0.0602
C (-1.7572, 0.7187, -0.5236)  -0.9484
N (-0.0973, -0.9891, 0.7725)  -0.0985
I (4.2469, -0.4736, -0.1198)  -0.0355
H (-1.5303, 0.2995, 1.6339)  0.3873
H (1.4848, 0.4462, 0.6505)  0.3325
H (-0.8915, 1.0114, -1.1872)  0.2939
H (-2.4263, 1.5058, -0.4246)  0.3581
H (-2.3058, -0.2154, -0.8420)  0.2778
H (3.6875, -0.7932, -1.5687)  0.1181
H (0.0216, -1.8731, 0.2555)  0.3336

4.
This record from the Open Molecules 2025 dataset describes C3H7IN as an isolated structure. The level of theory is wB97M-V/def2-TZVPD.

Properties
- total charge = +1

Last column: Mulliken charge in e.
Cartesian coordinates (Å):
C (0.0772, -0.2687, 1.3421)  -0.4205
C (0.9494, -0.8004, -0.4320)  -0.5201
C (-1.1008, 0.6406, -0.6747)  -0.8954
N (0.1636, 0.3573, 0.0223)  0.0260
I (3.0087, -0.7045, -0.5573)  0.2796
H (-0.7581, -0.9141, 1.5268)  0.2944
H (0.7935, -0.0145, 2.0934)  0.2897
H (0.3974, -1.6466, -0.8028)  0.4603
H (-1.8194, -0.1523, -0.4853)  0.3389
H (-1.5180, 1.5821, -0.3190)  0.3606
H (-0.9308, 0.7145, -1.7474)  0.3699
H (0.7374, 1.2068, 0.0339)  0.4167

Sequential E output: -28712.904 -12803.239 -12804.847 -12805.179 eV
Sequential energy above the lowest of the compared OMol25 structures with the same formula, charge and spin output: 41.2 121.1 84.0 76.3 kcal per mole
Sequential strongest force on any atom output: 4.8 4.9 4.9 3.8 eV/Å